Entry 1:
Here is a cluster of 8 separate species, C20H46N7O12 in total at a distorted geometry from the OMol25 dataset. Energies are from wB97M-V/def2-TZVPD.

As for the energy: -56487.602 eV. The maximum force is 5.3 eV/Å. The relative energy (zero: lowest compared OMol25 entry of this formula, charge and spin) comes out at 226.0 kJ/mol. Its net charge is -1. The orbital gap is 8.87 eV.

CARTESIAN COORDINATES (ANGSTROEM)
N (-41.4711, -29.9931, -8.4032)
O (-40.2557, -29.8363, -8.6542)
O (-42.3377, -29.3802, -9.0026)
O (-41.7250, -30.7829, -7.5113)
C (-33.9612, -30.6451, -10.0371)
O (-35.2775, -30.9683, -10.3596)
C (-36.1771, -30.0273, -10.6855)
O (-35.8895, -28.8258, -10.8678)
O (-37.3187, -30.6029, -10.7323)
C (-38.4292, -29.9073, -11.2470)
H (-33.4656, -30.2641, -10.9300)
H (-33.4868, -31.6154, -9.8903)
H (-33.8302, -30.0485, -9.1343)
H (-38.6371, -29.0445, -10.6141)
H (-39.2609, -30.5955, -11.0966)
H (-38.3458, -29.6390, -12.3002)
C (-42.8661, -27.0343, -7.2692)
C (-43.6216, -27.7716, -6.0924)
O (-44.4231, -28.7355, -6.3473)
N (-43.4642, -27.3676, -4.8525)
C (-43.9882, -28.1037, -3.7382)
H (-43.1517, -25.9883, -7.1578)
H (-43.3131, -27.4327, -8.1801)
H (-41.7765, -27.0600, -7.2589)
H (-42.9076, -26.5603, -4.6105)
H (-44.5024, -29.0138, -4.0470)
H (-44.7676, -27.5695, -3.1948)
H (-43.1317, -28.4390, -3.1534)
C (-38.9709, -33.1681, -9.7405)
C (-39.3549, -34.1619, -8.7504)
O (-38.9201, -35.2743, -8.8920)
N (-40.2344, -33.8441, -7.7629)
C (-40.7720, -34.8869, -6.9067)
H (-39.5979, -32.2766, -9.7568)
H (-39.0471, -33.5596, -10.7549)
H (-37.9911, -32.7394, -9.5301)
H (-40.7056, -32.9512, -7.7363)
H (-41.3478, -34.4631, -6.0839)
H (-40.0022, -35.3873, -6.3193)
H (-41.4236, -35.5804, -7.4382)
C (-41.8488, -26.1892, -10.4885)
C (-40.3733, -25.8559, -10.3332)
O (-39.8684, -24.8912, -10.9139)
N (-39.6187, -26.6831, -9.5221)
C (-38.2209, -26.4945, -9.2939)
H (-42.0354, -27.1696, -10.0502)
H (-42.1955, -26.1014, -11.5182)
H (-42.3446, -25.3823, -9.9489)
H (-40.0389, -27.5545, -9.2319)
H (-37.6599, -26.3776, -10.2212)
H (-37.6725, -27.2752, -8.7668)
H (-38.0275, -25.5764, -8.7390)
C (-41.1738, -31.7092, -4.4381)
C (-41.8722, -31.8073, -3.0603)
O (-42.8233, -32.5697, -2.9144)
N (-41.4154, -31.1719, -1.9886)
C (-40.2897, -30.2409, -2.0117)
H (-41.8323, -32.1624, -5.1790)
H (-40.2426, -32.2750, -4.4693)
H (-40.9983, -30.7032, -4.8193)
H (-41.9115, -31.3660, -1.1305)
H (-39.5798, -30.4048, -2.8225)
H (-39.7675, -30.2443, -1.0549)
H (-40.7740, -29.2788, -2.1788)
C (-37.6734, -30.9000, -6.6152)
C (-38.0441, -29.6949, -5.7403)
O (-37.5134, -29.5670, -4.6459)
N (-38.9392, -28.8207, -6.2356)
C (-39.4890, -27.7828, -5.4438)
H (-37.0445, -31.6362, -6.1145)
H (-37.0778, -30.4662, -7.4184)
H (-38.6353, -31.3502, -6.8602)
H (-39.4563, -29.0624, -7.0688)
H (-39.3082, -26.7430, -5.7163)
H (-39.0545, -27.7923, -4.4443)
H (-40.5752, -27.8697, -5.4715)
O (-43.4968, -31.6635, -11.1476)
C (-42.6717, -31.7565, -12.0630)
N (-41.4178, -31.3141, -11.8651)
C (-43.0558, -32.2589, -13.4175)
H (-41.2461, -30.9118, -10.9547)
H (-40.7489, -31.3552, -12.6207)
H (-42.8200, -31.6011, -14.2541)
H (-44.1094, -32.4983, -13.5609)
H (-42.5520, -33.1305, -13.8353)

Mulliken population analysis, charges in e, atoms 1 to 4: N 0.65; O -0.07; O -0.75; O -0.67



Entry 2:
Here is the molecule C9H20NOP at a distorted geometry from the OMol25 dataset. Energies are from wB97M-V/def2-TZVPD.

As for the energy: -22482.276 eV. The maximum force is 4.3 eV/Å. The relative energy (zero: lowest compared OMol25 entry of this formula, charge and spin) comes out at 13.0 kJ/mol. The SMILES is CC1(C)CCCCN1P(C)(C)=O. The orbital gap is 8.63 eV.

CARTESIAN COORDINATES (ANGSTROEM)
C (1.9167, -0.9197, -0.2456)
C (0.3858, -1.0532, -0.4320)
C (0.0136, -1.3695, -1.9502)
C (0.0096, -2.2134, 0.3564)
C (0.1330, -2.0909, 1.8831)
C (0.0107, -0.6008, 2.3199)
C (-0.9675, 0.1533, 1.3877)
N (-0.3871, 0.1140, -0.0256)
P (0.0232, 2.0125, -0.9310)
C (-0.1445, 3.2862, 0.4069)
C (-1.2482, 1.8612, -2.1991)
O (1.3405, 2.0640, -1.5982)
H (2.5100, -1.7195, -0.6279)
H (2.0969, -0.9074, 0.8612)
H (2.2243, -0.0389, -0.8151)
H (0.4022, -2.3060, -2.2448)
H (0.6071, -0.6672, -2.5060)
H (-1.1340, -1.3614, -2.0053)
H (0.3531, -3.2319, 0.0461)
H (-1.0628, -2.2005, 0.1927)
H (1.1034, -2.4937, 2.1906)
H (-0.5518, -2.7832, 2.5087)
H (-0.2604, -0.5443, 3.3313)
H (0.9017, 0.0182, 2.3193)
H (-1.9895, -0.1137, 1.2525)
H (-1.0653, 1.2163, 1.7632)
H (-0.8553, 4.1436, 0.1779)
H (-0.7663, 2.8306, 1.1398)
H (0.8491, 3.5590, 0.7352)
H (-2.1835, 2.1535, -1.8918)
H (-0.9737, 2.3951, -3.0807)
H (-1.2911, 0.8075, -2.3192)

Mulliken population analysis, charges in e, atoms 1 to 4: C -1.54; C 1.85; C -2.17; C -1.33



Entry 3:
Here is a cluster of 2 separate species, C2H10N3O in total at a distorted geometry from the OMol25 dataset. Energies are from wB97M-V/def2-TZVPD.

As for the energy: -8747.778 eV. The maximum force is 3.4 eV/Å. The relative energy (zero: lowest compared OMol25 entry of this formula, charge and spin) comes out at 131.5 kJ/mol. Its net charge is +1. The orbital gap is 11.43 eV.

CARTESIAN COORDINATES (ANGSTROEM)
C (-0.0727, -1.4067, 1.4215)
N (1.1415, -0.5882, 0.7506)
C (0.8809, 0.1462, -0.3878)
N (1.7127, 1.1581, -0.5824)
N (-0.0027, -0.2610, -1.3093)
H (0.1148, -1.3552, 2.5594)
H (-1.1204, -1.0956, 1.1465)
H (-0.0320, -2.4655, 1.1074)
H (2.0264, -0.4339, 1.2569)
H (1.5129, 1.9120, -1.2309)
H (2.5386, 1.2845, -0.0318)
H (-0.5011, 0.3619, -1.9644)
H (-0.2718, -1.2413, -1.2965)
H (-2.6002, 2.0866, -0.4670)
H (-3.0547, 0.7122, -0.6534)
O (-2.2721, 1.1861, -0.3189)

Mulliken population analysis, charges in e, atoms 1 to 4: C -0.81; N -0.28; C 0.69; N -0.37



Entry 4:
Here is a structure of composition C12H31BNO2Rb4 at a distorted geometry from the OMol25 dataset. Energies are from wB97M-V/def2-TZVPD.

As for the energy: -21805.868 eV. The maximum force is 1.6 eV/Å. Its net charge is +3. The orbital gap is 5.56 eV.

CARTESIAN COORDINATES (ANGSTROEM)
Rb (7.4623, 24.0447, -24.0469)
Rb (3.3036, 21.1920, -24.5686)
Rb (5.3285, 24.5919, -29.1190)
Rb (6.7921, 20.5139, -26.5756)
B (5.3663, 23.2999, -26.4264)
H (6.4393, 23.7490, -26.3871)
H (5.3698, 22.7244, -27.4330)
H (5.1284, 22.5712, -25.5415)
H (4.5617, 24.1748, -26.5019)
C (-1.5630, 25.3157, -24.6978)
C (-1.7662, 23.8680, -25.1926)
C (-2.7141, 23.8591, -26.3954)
C (-2.0589, 24.3533, -27.6731)
C (-0.8078, 23.5379, -27.9469)
C (0.1870, 23.5329, -26.7888)
N (-0.5026, 23.1976, -25.5547)
O (0.4030, 23.1966, -24.4521)
C (1.2402, 22.4367, -27.0709)
C (0.9588, 24.8556, -26.7194)
C (-2.4342, 23.0538, -24.0890)
H (-1.5507, 26.0606, -25.4903)
H (-0.6302, 25.3885, -24.1332)
H (-2.3481, 25.5817, -23.9927)
H (-3.0784, 22.8415, -26.5604)
H (-3.5693, 24.4884, -26.1481)
H (-1.7834, 25.4048, -27.5491)
H (-2.7269, 24.2867, -28.5294)
H (-0.3088, 23.9113, -28.8444)
H (-1.0845, 22.4933, -28.1298)
H (1.4086, 22.3374, -28.1459)
H (2.1941, 22.7505, -26.6271)
H (0.9098, 21.4572, -26.7099)
H (0.2883, 25.7148, -26.7109)
H (1.5714, 24.9415, -25.8183)
H (1.6138, 25.0136, -27.5855)
H (-3.2292, 23.6400, -23.6258)
H (-1.7729, 22.7912, -23.2622)
H (-2.9014, 22.1530, -24.4866)
H (0.3642, 22.2819, -24.1598)
C (3.8143, 25.7439, -23.8062)
C (4.6316, 26.7923, -24.5329)
C (5.1578, 27.8562, -23.5950)
O (5.8148, 26.1623, -25.1439)
H (2.7836, 26.0711, -23.6588)
H (4.2396, 25.5058, -22.8284)
H (3.7086, 24.8177, -24.3906)
H (4.0489, 27.2143, -25.3521)
H (5.9250, 28.4288, -24.1217)
H (5.6156, 27.4166, -22.7096)
H (4.3922, 28.5765, -23.3140)
H (5.4935, 25.3090, -25.4603)

Mulliken population analysis, charges in e, atoms 1 to 4: Rb 0.96; Rb 0.93; Rb 1.04; Rb 1.04



Entry 5:
Here is a structure of composition C4H6AsCaF9N3O11 at a distorted geometry from the OMol25 dataset. Energies are from wB97M-V/def2-TZVPD.

As for the energy: -134971.496 eV. The maximum force is 2.7 eV/Å. Its net charge is -3. The orbital gap is 7.76 eV.

CARTESIAN COORDINATES (ANGSTROEM)
Ca (-0.6177, -0.3733, -0.0568)
N (0.6611, -2.3679, -2.0194)
O (-0.0443, -1.4109, -2.4084)
O (1.1889, -3.1871, -2.7838)
O (0.8266, -2.4254, -0.7697)
N (-2.8425, -2.1751, -0.2534)
O (-3.8830, -2.8284, -0.2541)
O (-1.8539, -2.4921, 0.4603)
O (-2.6718, -1.1574, -0.9634)
N (-1.2250, 2.4565, -2.1743)
O (-0.7152, 1.5870, -1.4276)
O (-1.2394, 3.6511, -1.8091)
O (-1.6955, 2.1433, -3.2831)
As (-3.4778, 1.2409, 2.3119)
F (-3.7026, 2.3704, 1.0434)
F (-4.7485, 2.0136, 3.2341)
F (-3.2392, 0.0885, 3.5829)
F (-2.1948, 0.4714, 1.3802)
F (-2.3270, 2.2702, 3.0853)
F (-4.6529, 0.2049, 1.6049)
C (1.9216, 0.0715, 1.4300)
O (1.7880, 0.1162, -0.0031)
O (0.6653, 0.1487, 1.8294)
C (2.7217, -1.1321, 1.9398)
F (3.0522, -0.8660, 3.2563)
F (2.0870, -2.2804, 1.9634)
F (3.9182, -1.3129, 1.3339)
C (2.9104, 0.1827, -0.8497)
C (2.5106, 0.8585, -2.1537)
H (1.7833, 0.2873, -2.7273)
H (2.1882, 1.8880, -2.0104)
H (3.4295, 0.9272, -2.7613)
H (3.3345, -0.8052, -1.0456)
H (3.6819, 0.8375, -0.4138)
H (2.4619, 0.9988, 1.7125)

Mulliken population analysis, charges in e, atoms 1 to 4: Ca 1.84; N 1.10; O -0.56; O -0.77



Entry 6:
Here is a structure of composition C2H5NOS at a distorted geometry from the OMol25 dataset. Energies are from wB97M-V/def2-TZVPD.

As for the energy: -16525.168 eV. The maximum force is 5.8 eV/Å. The relative energy (zero: lowest compared OMol25 entry of this formula, charge and spin) comes out at 310.1 kJ/mol. The orbital gap is 10.36 eV.

CARTESIAN COORDINATES (ANGSTROEM)
C (1.3352, -0.1872, 0.8041)
C (-1.1389, 0.4654, -1.2202)
H (1.9040, -0.0463, -0.0769)
H (2.0615, -0.4646, 1.9232)
H (1.0105, -1.2953, 0.4982)
H (-1.3767, -0.8581, 0.3402)
H (-0.5981, 1.1711, -1.7671)
N (-1.1533, 0.2718, 0.1662)
O (-2.0050, -0.0257, -1.9928)
S (-0.0390, 0.9689, 1.3250)

Mulliken population analysis, charges in e, atoms 1 to 4: C -0.80; C 0.08; H 0.34; H 0.27